[1]
Entry from the OMol25 dataset: a cluster of 2 separate species, C22H35N5O2 in total in a non-equilibrium geometry (wB97M-V/def2-TZVPD).

```
64
Properties=species:S:1:pos:R:3:forces:R:3
C -3.13945 -1.48215 -0.53422 -1.75 0.07 0.10
C -4.46250 -1.24725 -0.85016 2.54 -0.32 0.05
N -5.29727 -0.66837 0.22090 -1.19 0.23 -0.51
C -6.29436 0.22397 -0.30094 -0.21 -1.46 0.37
N -7.38617 -0.40428 -1.06082 1.12 0.35 1.17
N -7.56825 0.23031 -2.32611 -2.33 1.37 -1.15
C -8.52289 1.06606 -2.28811 2.59 0.28 1.66
O -9.12751 2.01408 -1.99433 -0.64 -0.83 -1.12
N -6.21676 1.49725 -0.07695 0.20 -0.80 0.49
C -5.10778 2.17027 0.67457 0.43 1.37 -0.67
C -4.23443 2.95851 -0.43364 -0.40 -0.47 0.67
C -2.74284 3.09677 0.09798 -0.29 -0.04 -0.51
C -1.66105 2.39612 -0.79598 2.26 -0.63 -1.32
C -1.91555 1.36628 -1.81368 1.96 0.75 0.49
C -0.78597 0.75960 -2.57690 1.07 1.37 1.39
C 0.61871 1.15886 -2.35125 -2.07 1.80 1.87
C 0.89403 2.24227 -1.32535 -2.86 -1.27 -0.71
C -0.23825 2.82006 -0.58482 -0.31 -1.46 -1.26
H -2.30827 -1.40986 -1.28135 -1.05 -1.08 0.62
H -2.92624 -1.75556 0.54159 0.23 1.30 -1.18
H -4.87537 -1.52895 -1.85236 0.18 1.14 0.86
H -5.70714 -1.37477 0.84339 -0.15 0.27 -0.32
H -8.24423 -0.43624 -0.49747 0.35 -0.16 -0.09
H -6.95229 2.13107 -0.42700 0.45 -0.56 0.04
H -5.60404 2.92186 1.36272 0.54 -0.98 -0.76
H -4.49178 1.46265 1.28284 -0.86 0.32 -0.90
H -4.74765 3.95100 -0.58635 0.79 -0.91 0.10
H -4.30702 2.40520 -1.41948 0.24 0.58 1.21
H -2.70036 2.62561 1.12842 0.09 0.72 -1.06
H -2.53445 4.20696 0.19117 0.09 -1.42 -0.02
H -2.96818 1.02550 -2.02024 1.40 0.35 0.17
H -0.96497 -0.03978 -3.34561 -0.03 0.98 0.90
H 1.47226 0.70801 -2.92087 -1.10 0.45 0.67
H 1.93343 2.59260 -1.12072 -1.09 -0.44 -0.24
H -0.04748 3.60934 0.19477 -0.14 -0.91 -0.97
C 3.57978 -3.35027 1.42387 -0.11 0.04 0.44
C 3.89040 -2.37159 0.25499 -0.45 -2.06 0.40
C 5.37568 -2.46684 -0.15043 0.27 0.44 -0.02
C 6.32152 -1.79971 0.83789 0.02 -0.03 0.01
C 5.90290 -0.35501 1.07966 0.07 -0.23 -0.41
C 4.43615 -0.22970 1.52592 0.26 0.63 2.09
N 3.49034 -0.98160 0.63793 1.58 1.40 -3.08
O 3.35501 -0.27728 -0.48753 -0.62 -0.63 1.37
C 4.32476 -0.72447 2.98584 0.10 -0.41 0.15
C 4.06914 1.26570 1.62407 -0.30 0.00 -0.66
C 3.06245 -2.93390 -0.92221 -0.11 0.78 -0.30
H 4.43728 -3.98083 1.66867 -0.02 0.07 -0.01
H 3.26180 -2.85220 2.33668 0.16 0.09 -0.06
H 2.74523 -4.01502 1.18684 0.15 0.04 -0.21
H 5.52189 -1.99929 -1.13160 -0.20 0.06 0.07
H 5.66411 -3.51465 -0.27391 -0.29 0.00 0.04
H 6.34935 -2.36109 1.77701 -0.04 0.04 0.00
H 7.34021 -1.82136 0.44077 -0.06 -0.02 0.04
H 6.56267 0.08923 1.83108 -0.27 0.07 0.08
H 6.06519 0.21763 0.15906 -0.19 -0.03 0.01
H 3.28293 -0.76656 3.31229 0.02 -0.02 -0.08
H 4.84757 -0.04868 3.66783 -0.03 0.09 -0.25
H 4.77903 -1.70319 3.14714 -0.13 0.03 -0.06
H 4.22451 1.80005 0.68510 -0.10 -0.18 -0.02
H 4.68922 1.76740 2.37055 0.04 -0.30 0.01
H 3.02522 1.39350 1.92484 0.04 -0.06 -0.07
H 1.99026 -2.86773 -0.71677 0.08 0.05 0.03
H 3.30560 -3.98671 -1.08512 0.11 0.08 0.28
H 3.26182 -2.41884 -1.86406 -0.02 0.11 0.16
```
Forces are in eV/Å.

* E_tot: -1283.020859 a.u.
* E_LUMO (alpha / beta): -4.56 / -4.56 eV
* spin multiplicity: 2
* charge: +1
* E_HOMO (alpha / beta): -10.35 / -11.01 eV
* gap between HOMO and LUMO (alpha / beta): 0.213 / 0.237 Eh


[2]
Entry from the OMol25 dataset: a structure of composition CH2LiOPt in a non-equilibrium geometry (wB97M-V/def2-TZVPD).

```
6
Properties=species:S:1:pos:R:3:forces:R:3
C 0.54020 -0.95112 -0.19496 -1.25 -2.93 0.03
O 0.56473 0.28351 -0.30703 -0.62 4.74 0.20
H -0.30121 -1.32885 0.45459 0.94 -0.63 -0.15
Pt 1.93983 -2.00784 -0.91422 -0.08 -0.16 0.36
Li -0.61375 1.66723 0.20326 1.75 -1.36 -0.71
H -2.12980 2.33708 0.75835 -0.75 0.33 0.27
```
Forces are in eV/Å.

* E_tot: -241.116800 a.u.
* E_LUMO (alpha / beta): -0.37 / -1.87 eV
* spin multiplicity: 4
* E_HOMO (alpha / beta): -3.97 / -7.68 eV
* gap between HOMO and LUMO (alpha / beta): 0.132 / 0.214 Eh


[3]
Entry from the OMol25 dataset: a cluster of 4 separate species, C14H39N2O9S3 in total (wB97M-V/def2-TZVPD).

```
67
Properties=species:S:1:pos:R:3:forces:R:3
C -5.24284 -0.12740 3.22346 -0.10 0.05 -0.13
C -5.80124 -1.41637 2.60492 -0.05 0.03 0.19
C -4.78599 -2.53437 2.48470 0.07 -0.03 0.08
N -3.61839 -2.22402 1.55447 -0.05 0.21 0.27
C -3.89368 -1.36915 0.35094 0.14 -0.01 -0.48
N -4.96285 -1.92179 -0.43950 0.37 -0.16 -0.05
C -4.70199 -3.30662 -0.85845 0.03 0.03 -0.01
H -4.36295 -0.31418 3.84426 -0.03 0.01 0.05
H -5.99249 0.34508 3.85475 0.03 -0.01 0.04
H -4.98276 0.61568 2.46879 0.12 -0.03 0.00
H -6.57258 -1.81886 3.26430 0.01 -0.04 -0.01
H -6.28910 -1.23414 1.64977 0.04 -0.01 -0.03
H -4.33169 -2.70860 3.46067 0.07 -0.09 -0.04
H -5.21841 -3.47521 2.15520 -0.12 0.11 -0.18
H -2.90105 -1.75226 2.10711 0.04 0.05 -0.12
H -3.19476 -3.09628 1.23591 -0.05 -0.03 0.06
H -2.93905 -1.30566 -0.19165 0.07 -0.09 0.14
H -4.13920 -0.37303 0.71088 -0.12 -0.04 0.01
H -4.96116 -1.37269 -1.29933 -0.31 0.09 0.08
H -3.75500 -3.42604 -1.39989 -0.02 0.00 -0.02
H -4.70944 -3.98314 -0.00081 -0.03 0.00 0.00
H -5.51654 -3.63057 -1.49993 0.04 0.02 -0.07
O -3.86296 -0.94469 -3.40837 -0.28 -0.04 0.16
S -3.13309 0.08068 -4.11031 0.08 -0.02 0.15
O -2.71950 -0.17228 -5.44890 0.03 -0.03 -0.02
O -1.90202 0.47557 -3.19474 0.07 0.03 -0.05
C -1.07073 -0.61521 -2.70955 0.19 -0.16 0.22
C -0.07634 -1.10889 -3.73354 -0.08 0.10 -0.14
C -3.98776 1.61226 -4.03475 -0.05 0.00 -0.01
H -1.72450 -1.41962 -2.36567 -0.05 0.01 -0.07
H -0.56652 -0.19768 -1.84124 0.06 0.12 0.00
H -0.57108 -1.59804 -4.57107 -0.01 -0.01 0.01
H 0.59696 -1.82275 -3.25868 0.01 0.01 0.01
H 0.51102 -0.27780 -4.12143 0.04 -0.01 0.04
H -4.28253 1.80979 -3.00819 0.00 0.01 0.00
H -4.86126 1.51103 -4.67556 0.01 0.00 -0.01
H -3.32744 2.38783 -4.41385 0.00 0.00 -0.01
O 0.49311 0.68745 0.86183 -0.09 -0.09 -0.05
S 0.53469 2.04669 0.39169 -0.11 0.07 0.02
O 1.19395 2.32821 -0.84354 0.02 -0.09 -0.04
O 1.06355 2.97652 1.53954 0.04 0.00 0.00
C 2.32938 2.62383 2.18870 0.19 -0.06 0.19
C 3.53139 2.98953 1.35510 -0.11 0.08 -0.13
C -1.10624 2.68347 0.31397 -0.01 0.01 0.01
H 2.30512 1.56220 2.43431 -0.06 -0.02 -0.07
H 2.29844 3.18533 3.11918 -0.06 0.05 -0.04
H 3.60332 2.37941 0.45768 0.02 -0.03 0.02
H 4.43647 2.82713 1.93871 0.00 -0.01 0.00
H 3.48235 4.03726 1.05768 0.02 0.01 0.04
H -1.60459 2.49121 1.26022 0.00 0.02 0.01
H -1.59937 2.16383 -0.50641 0.01 0.01 -0.02
H -1.05521 3.74929 0.10816 -0.01 0.00 -0.01
O 8.11334 1.91781 1.51388 -0.01 0.03 0.03
S 7.43000 1.25392 0.44541 0.05 -0.01 0.01
O 6.00118 1.15678 0.50478 -0.02 -0.03 -0.03
O 8.05953 -0.18392 0.24375 -0.07 -0.06 0.00
C 8.21203 -1.01955 1.42378 0.12 -0.08 0.12
C 6.90947 -1.65173 1.85824 -0.06 0.06 -0.05
C 7.90320 1.93232 -1.10350 0.02 0.03 -0.01
H 8.66211 -0.42162 2.21614 -0.02 0.05 -0.02
H 8.93455 -1.77156 1.11585 -0.01 0.01 -0.06
H 6.20885 -0.90622 2.23055 0.01 0.01 0.01
H 7.11084 -2.36915 2.65446 0.01 -0.01 0.00
H 6.44041 -2.17352 1.02434 0.02 -0.03 0.01
H 8.98751 1.97761 -1.14723 0.00 0.00 0.00
H 7.47272 2.93040 -1.14772 0.00 0.00 0.00
H 7.49883 1.30648 -1.89424 -0.01 0.00 0.00
```
Forces are in eV/Å.

* E_tot: -2537.779976 a.u.
* E_LUMO: -2.89 eV
* charge: +1
* E_HOMO: -12.27 eV
* gap between HOMO and LUMO: 0.345 Eh


[4]
Entry from the OMol25 dataset: an isolated molecule of C15H21N3O3 (wB97M-V/def2-TZVPD).

```
42
Properties=species:S:1:pos:R:3:forces:R:3
C 3.41607 0.11343 0.78249 0.01 0.07 -0.02
O 2.41249 -0.83842 0.48975 -0.16 -0.14 -0.20
C 2.41332 -1.29041 -0.82549 0.07 -0.60 -0.08
C 1.33714 -2.39520 -0.90422 0.34 0.34 -0.14
N 0.03720 -1.85539 -0.60675 0.21 -0.02 0.33
C -0.80453 -1.46657 -1.58581 -0.23 -0.07 0.54
O -0.63433 -1.73562 -2.75774 -0.08 0.03 -0.37
C -2.07669 -0.74954 -1.10310 -0.22 0.06 -0.66
C -2.54677 0.25945 -2.15275 0.04 -0.24 0.06
N -1.93830 -0.14888 0.19461 0.26 0.07 0.18
N -2.77923 -0.50468 1.18402 -0.49 -0.27 0.41
C -2.49662 0.21253 2.24449 0.06 -0.04 -0.24
C -3.24176 0.06766 3.52124 0.02 -0.01 -0.08
C -1.41452 1.09604 1.96064 0.13 -0.16 -0.62
C -0.70023 2.05688 2.67854 -0.02 -0.05 -0.03
C 0.31700 2.71828 2.03525 0.06 0.14 0.24
C 0.64064 2.43788 0.70026 -0.02 -0.04 -0.15
C -0.04087 1.49524 -0.03199 0.07 0.06 -0.16
C -1.08206 0.82693 0.60976 -0.16 0.27 0.64
O 2.15581 -0.20473 -1.67546 -0.12 0.08 0.37
C 2.29011 -0.46980 -3.05526 0.01 -0.08 -0.18
H 3.27580 0.38305 1.82635 0.08 0.05 -0.01
H 4.41249 -0.32027 0.63765 -0.02 0.02 0.02
H 3.30978 0.99858 0.15307 0.03 0.00 0.06
H 3.40255 -1.73196 -1.09032 -0.21 0.15 0.06
H 1.30430 -2.82030 -1.90857 0.06 -0.02 0.13
H 1.58908 -3.16840 -0.17609 0.04 0.00 -0.11
H -0.06961 -1.47562 0.32178 -0.16 0.03 -0.11
H -2.84347 -1.52656 -0.98496 0.21 0.13 0.02
H -2.57523 -0.22791 -3.12310 -0.01 0.03 -0.06
H -1.86053 1.10068 -2.20539 0.04 0.09 -0.04
H -3.53790 0.62876 -1.90245 -0.05 0.03 0.06
H -4.00645 -0.69575 3.41129 -0.06 -0.03 0.05
H -3.71313 1.01192 3.79181 -0.06 0.02 0.08
H -2.56345 -0.21509 4.32565 -0.02 -0.02 0.09
H -0.94602 2.26631 3.70894 0.01 0.06 0.10
H 0.88768 3.46883 2.56271 0.03 0.05 0.05
H 1.45169 2.98075 0.23748 0.07 0.02 -0.07
H 0.23922 1.26694 -1.04760 0.07 -0.01 -0.08
H 1.43717 -1.03851 -3.43725 0.10 0.03 0.02
H 2.32263 0.50262 -3.54342 0.04 -0.06 -0.08
H 3.21956 -1.01317 -3.26005 0.03 0.04 -0.04
```
Forces are in eV/Å.

* E_tot: -974.176932 a.u.
* E_LUMO: 0.84 eV
* ΔE to the lowest compared entry with this formula, charge and spin: 39.45 kcal/mol
* SMILES: COC(CNC(=O)[C@H](C)n1nc(C)c2ccccc21)OC
* E_HOMO: -8.17 eV
* gap between HOMO and LUMO: 0.331 Eh


[5]
Entry from the OMol25 dataset: a cluster of 2 separate species, C6H9N2O2 in total in a non-equilibrium geometry (wB97M-V/def2-TZVPD).

```
19
Properties=species:S:1:pos:R:3:forces:R:3
C 1.50072 -0.44032 -2.93081 -0.22 0.45 -0.32
C -0.37952 -1.67374 -0.17176 -0.67 -0.11 -0.47
C -0.55511 0.07226 -1.46953 0.62 -1.48 0.15
C 0.51484 -0.70099 -1.83682 0.59 0.27 -0.21
N -1.16102 -0.61368 -0.44643 -0.03 1.41 0.09
N 0.61971 -1.78820 -1.02107 0.00 -0.58 0.30
H -1.70861 -0.09926 0.28529 0.24 -0.54 0.34
H -0.71946 -2.36340 0.58192 0.46 -0.15 0.17
H -0.84297 1.02667 -1.80387 -0.52 0.81 -0.29
H 2.49063 -0.10756 -2.60988 -0.09 -0.03 0.35
H 1.07999 0.36853 -3.53640 0.20 -0.09 -0.20
H 1.67437 -1.30427 -3.57391 -0.21 -0.09 0.04
C 0.27777 1.13121 2.51114 0.35 0.48 1.04
C -1.23257 0.98575 2.74725 0.15 0.18 -0.34
O -1.89408 0.38977 1.85209 -0.50 -0.05 -0.11
O -1.66745 1.46962 3.79715 -0.17 0.13 0.32
H 0.73611 1.00096 3.49651 0.14 -0.66 -0.10
H 0.56943 2.17768 2.37025 -0.36 -0.01 -0.69
H 0.69723 0.46896 1.75887 0.02 0.06 -0.08
```
Forces are in eV/Å.

* E_tot: -494.105358 a.u.
* E_LUMO: 3.60 eV
* ΔE to the lowest compared entry with this formula, charge and spin: 10.88 kcal/mol
* charge: -1
* E_HOMO: -4.67 eV
* gap between HOMO and LUMO: 0.304 Eh


[6]
Entry from the OMol25 dataset: a structure of composition C5H7NO2 in a non-equilibrium geometry (wB97M-V/def2-TZVPD).

```
15
Properties=species:S:1:pos:R:3:forces:R:3
C 0.01692 0.47148 -1.17163 1.75 -2.56 -3.57
C 0.71340 -0.72661 -1.51315 0.67 2.01 0.40
C 0.58386 -1.47527 -0.23262 0.21 -3.35 -1.01
C -0.28927 -0.78734 0.52781 1.36 -1.30 4.40
C -0.54648 -0.52145 2.04793 -3.64 0.31 -1.12
H 0.38889 2.40371 -1.49800 -3.30 -2.44 -2.61
H 0.24140 1.42967 -2.90713 0.53 -0.61 -0.94
H 1.44885 -0.74241 -2.48478 -2.22 -0.55 2.80
H 0.89294 -2.53986 0.11252 -0.29 2.09 -1.17
H -0.66336 -1.41340 2.71174 1.79 0.85 -0.08
H -1.71524 -0.12375 2.23327 2.66 -1.13 -1.02
H -0.57491 1.42758 2.02017 4.51 -3.05 0.99
N -0.38834 1.50088 -2.13951 3.37 3.31 6.04
O 0.27395 0.67304 2.20046 -4.25 2.30 1.86
O -0.38259 0.42370 0.09294 -3.15 4.14 -4.97
```
Forces are in eV/Å.

* E_tot: -399.735533 a.u.
* E_LUMO: 0.46 eV
* ΔE to the lowest compared entry with this formula, charge and spin: 144.35 kcal/mol
* E_HOMO: -8.07 eV
* gap between HOMO and LUMO: 0.314 Eh